{
  "formula": "C28H84BeNO31",
  "method": "ωB97M-V/def2-TZVPD",
  "symbols": ["Be", "N", "O", "O", "O", "C", "C", "O", "O", "H", "H", "H", "H", "H", "H", "C", "C", "O", "O", "H", "H", "H", "H", "H", "H", "C", "C", "O", "O", "H", "H", "H", "H", "H", "H", "C", "C", "O", "O", "H", "H", "H", "H", "H", "H", "C", "C", "O", "O", "H", "H", "H", "H", "H", "H", "C", "C", "O", "O", "H", "H", "H", "H", "H", "H", "C", "C", "O", "O", "H", "H", "H", "H", "H", "H", "C", "C", "O", "O", "H", "H", "H", "H", "H", "H", "C", "C", "O", "O", "H", "H", "H", "H", "H", "H", "C", "C", "O", "O", "H", "H", "H", "H", "H", "H", "C", "C", "O", "O", "H", "H", "H", "H", "H", "H", "C", "C", "O", "O", "H", "H", "H", "H", "H", "H", "C", "C", "O", "O", "H", "H", "H", "H", "H", "H", "C", "C", "O", "O", "H", "H", "H", "H", "H", "H"],
  "coordinates": [[2.4557, -3.0995, -0.3974], [0.4643, 0.0919, -0.4680], [-0.2817, 0.0355, 0.5170], [0.3669, 1.1064, -1.1060], [1.1916, -0.8088, -0.7323], [-5.0625, 5.2473, -4.1355], [-4.3129, 4.4344, -3.0316], [-3.5101, 3.2753, -3.4979], [-6.4401, 4.8610, -4.4239], [-4.4330, 5.3608, -5.0181], [-5.0963, 6.2686, -3.7560], [-5.0463, 3.9784, -2.3666], [-3.5957, 5.0778, -2.5219], [-3.3566, 2.5736, -2.8610], [-6.7879, 5.4949, -5.0554], [-3.0589, 0.1000, -2.4274], [-2.2752, -0.5808, -3.5845], [-1.1631, -1.3332, -3.0291], [-2.3326, 1.2603, -2.0316], [-3.1468, -0.5173, -1.5334], [-4.0032, 0.4222, -2.8662], [-2.0289, 0.2557, -4.2385], [-2.8426, -1.2198, -4.2611], [-0.3662, -0.8669, -3.2921], [-1.4096, 1.0467, -1.8768], [2.9776, -6.3983, -1.1529], [2.3848, -7.3136, -0.0833], [1.1251, -7.7516, -0.5448], [2.2216, -5.2846, -1.4624], [3.2661, -6.9874, -2.0234], [3.9651, -6.1657, -0.7542], [2.2951, -6.7711, 0.8578], [2.8985, -8.2590, 0.0911], [1.3815, -8.4133, -1.1913], [1.6473, -5.4921, -2.2032], [4.3060, -0.9379, 1.4584], [2.8995, -0.8353, 2.1129], [2.2016, -2.0531, 1.9711], [4.2931, -1.1330, 0.0095], [4.8345, -1.7859, 1.8937], [4.8841, -0.0818, 1.8061], [2.4181, 0.0702, 1.7436], [3.1122, -0.7296, 3.1768], [1.5426, -2.0355, 2.6690], [5.2111, -1.0528, -0.2595], [-0.3574, 3.2817, -3.6875], [-0.4245, 4.2735, -2.4929], [0.3533, 3.8673, -1.3330], [0.9245, 3.3784, -4.2100], [-1.0579, 3.7102, -4.4043], [-0.6708, 2.2544, -3.5020], [-1.4627, 4.3173, -2.1639], [-0.1998, 5.3040, -2.7681], [0.3121, 2.9098, -1.2786], [1.5799, 3.1530, -3.5457], [-2.1855, 3.2694, 1.0334], [-1.4487, 3.0164, 2.3731], [-0.2117, 2.3352, 2.1048], [-1.6662, 4.4263, 0.4733], [-3.2376, 3.3930, 1.2903], [-2.0376, 2.3763, 0.4261], [-1.9902, 2.3380, 3.0324], [-1.2620, 3.9128, 2.9644], [-0.3108, 1.5342, 1.5851], [-0.7492, 4.2688, 0.2367], [3.2362, 0.8340, -3.3310], [2.2703, 0.3915, -4.4933], [1.5243, -0.8028, -4.1340], [2.5854, 1.8818, -2.6383], [4.1693, 1.1859, -3.7709], [3.5226, 0.0319, -2.6508], [2.8257, 0.2174, -5.4148], [1.6251, 1.2274, -4.7638], [1.1939, -1.2073, -4.9395], [1.9857, 1.4684, -2.0130], [-0.9622, -3.4753, -0.5299], [-0.6124, -4.6755, 0.3150], [0.5382, -4.2445, 1.1033], [-0.0074, -3.2365, -1.5495], [-1.1401, -2.5341, -0.0096], [-1.8490, -3.7331, -1.1089], [-0.3067, -5.5630, -0.2390], [-1.4275, -5.0089, 0.9572], [0.6259, -4.7830, 1.8932], [-0.4042, -2.5471, -2.0870], [-5.6382, 1.7644, -0.0650], [-6.3056, 0.6863, -0.9418], [-5.8044, -0.6940, -0.7725], [-5.9671, 1.4782, 1.2794], [-5.8492, 2.8032, -0.3188], [-4.5491, 1.7756, -0.1077], [-6.2469, 1.0125, -1.9802], [-7.3644, 0.6288, -0.6895], [-5.9164, -1.1539, -1.6077], [-6.2661, 0.5685, 1.3484], [-3.3345, -0.9466, 2.1310], [-2.1396, -1.4492, 2.9403], [-2.3741, -2.2161, 4.1188], [-3.6342, -1.8173, 1.0416], [-3.0800, 0.0172, 1.6900], [-4.2016, -0.6995, 2.7436], [-1.7783, -0.5692, 3.4724], [-1.3201, -1.8377, 2.3356], [-2.5547, -3.1434, 3.9479], [-4.3666, -1.4163, 0.5679], [3.2576, 2.6480, 1.0250], [3.2834, 3.9574, 0.3014], [4.0979, 4.9268, 0.9660], [2.4974, 2.6160, 2.1963], [4.2449, 2.3368, 1.3664], [2.9145, 1.8807, 0.3310], [2.2868, 4.3726, 0.1513], [3.7382, 3.7599, -0.6693], [4.0385, 5.7706, 0.5120], [1.5567, 2.6573, 2.0092], [1.0790, 2.5474, 5.3410], [-0.2545, 3.2709, 5.7727], [-0.9047, 2.5510, 6.8066], [0.8055, 1.3129, 4.6203], [1.6946, 2.3438, 6.2172], [1.6588, 3.1906, 4.6791], [-0.9119, 3.4842, 4.9299], [0.0229, 4.2317, 6.2063], [-1.2311, 1.7353, 6.4197], [0.4131, 1.5369, 3.7733], [1.3055, -2.6280, 5.2894], [1.7476, -1.5751, 6.3078], [2.4704, -0.5746, 5.7479], [0.5676, -2.1519, 4.1821], [0.6692, -3.3692, 5.7730], [2.1474, -3.2315, 4.9499], [2.2692, -2.0228, 7.1538], [0.7854, -1.1724, 6.6243], [1.8444, -0.0351, 5.2594], [-0.3446, -2.4396, 4.2638], [4.8766, -3.8890, -2.4843], [4.1365, -2.8092, -3.2319], [2.7951, -2.8881, -3.0415], [4.8045, -3.6225, -1.0937], [5.9431, -3.8108, -2.6949], [4.6353, -4.9187, -2.7483], [4.3267, -2.6554, -4.2941], [4.3764, -1.8184, -2.8461], [2.3896, -2.0814, -3.3677], [5.5734, -4.0288, -0.6871]],
  "charge": 1,
  "fmax_ha_per_bohr": 0.091,
  "homo_lumo_gap_ev": 5.902,
  "energy_ev": -95743.4829,
  "lumo_ev": -5.12,
  "relative_energy_kcal_mol": 0.00
}